C55H47Cl2N2O3P2SSeV | ωB97M-V/def2-TZVPD

```
114
Properties=species:S:1:pos:R:3:lowdin_spin:R:1
V 0.08 0.28 0.09 2.716
O -2.47 1.87 -1.37 0.014
S -1.98 1.56 -0.01 0.019
C -2.06 3.05 1.02 0.000
C -3.34 3.46 1.31 0.000
C -3.63 4.53 2.17 0.000
C -2.59 5.16 2.78 0.001
C -2.56 6.29 3.77 0.000
C -1.06 6.55 4.04 0.000
C -0.33 5.59 3.14 0.000
C 0.99 5.41 2.90 0.000
C 1.37 4.45 1.93 0.001
C 0.47 3.65 1.26 0.007
P 1.04 2.64 -0.15 0.030
C 2.85 2.88 -0.24 0.006
C 3.65 2.27 0.73 0.002
C 5.03 2.38 0.69 0.000
C 5.63 3.09 -0.34 0.000
C 4.85 3.70 -1.31 0.000
C 3.46 3.60 -1.26 0.000
C 0.39 3.62 -1.54 0.001
C -0.21 3.00 -2.63 0.001
C -0.71 3.76 -3.68 0.000
C -0.62 5.14 -3.65 0.000
C -0.03 5.77 -2.56 0.000
C 0.46 5.02 -1.50 -0.001
C -0.93 3.76 1.54 0.002
C -1.27 4.78 2.45 0.000
C -3.27 0.62 0.80 0.005
C -4.37 0.37 0.03 0.000
C -5.56 -0.19 0.55 0.001
C -5.61 -0.43 1.89 -0.001
C -6.71 -0.98 2.77 0.000
C -6.11 -1.00 4.20 0.000
C -4.68 -0.54 4.02 0.000
C -3.66 -0.42 4.92 0.000
C -2.39 -0.06 4.43 -0.001
C -2.14 0.26 3.10 0.002
P -0.39 0.20 2.59 0.021
C 0.02 -1.48 3.21 0.004
C -0.89 -2.50 2.89 0.000
C -0.67 -3.80 3.29 0.000
C 0.47 -4.12 4.03 0.000
C 1.37 -3.12 4.36 0.000
C 1.14 -1.81 3.96 0.000
C 0.48 1.40 3.66 0.004
C 1.87 1.44 3.67 0.001
C 2.55 2.39 4.41 0.000
C 1.85 3.33 5.14 -0.001
C 0.46 3.32 5.11 0.001
C -0.22 2.37 4.38 -0.001
C -3.23 0.25 2.18 0.000
C -4.46 -0.21 2.68 0.000
H -4.17 2.92 0.87 0.000
H -4.66 4.80 2.36 0.000
H -3.06 7.17 3.37 0.000
H -3.10 6.02 4.68 0.000
H -0.78 7.58 3.82 0.000
H -0.80 6.37 5.08 0.000
H 1.75 6.00 3.40 0.000
H 2.42 4.37 1.70 0.000
H 3.18 1.72 1.54 0.001
H 5.63 1.91 1.45 0.000
H 6.71 3.18 -0.38 0.000
H 5.31 4.26 -2.11 0.000
H 2.87 4.09 -2.02 0.000
H -0.31 1.93 -2.65 0.001
H -1.19 3.26 -4.51 0.000
H -1.01 5.73 -4.46 0.000
H 0.03 6.85 -2.52 0.000
H 0.90 5.52 -0.65 0.000
H -4.33 0.66 -1.02 0.000
H -6.39 -0.39 -0.11 0.000
H -7.60 -0.35 2.71 0.000
H -7.00 -1.98 2.44 0.000
H -6.65 -0.34 4.87 0.000
H -6.14 -2.00 4.64 0.000
H -3.78 -0.66 5.97 0.000
H -1.55 -0.10 5.12 0.000
H -1.78 -2.27 2.31 0.000
H -1.38 -4.57 3.02 0.000
H 0.64 -5.14 4.34 0.000
H 2.24 -3.36 4.96 0.000
H 1.84 -1.05 4.27 0.000
H 2.44 0.72 3.08 0.000
H 3.63 2.39 4.41 0.000
H 2.38 4.07 5.73 0.000
H -0.10 4.07 5.67 0.000
H -1.30 2.38 4.35 0.000
Cl 2.45 -0.86 0.65 0.023
C 2.67 -2.67 0.59 0.009
Cl 1.22 -3.54 0.23 0.000
H 3.04 -2.93 1.57 0.000
H 3.41 -2.82 -0.19 0.001
Se -3.17 -3.42 -0.63 0.050
C -1.94 -2.18 -0.33 0.038
N -1.16 -1.34 -0.11 -0.002
O 2.10 -1.80 -2.49 0.007
C 1.49 -0.67 -2.71 0.010
O 0.74 -0.16 -1.90 0.027
C 1.82 -0.04 -4.06 0.001
N 2.67 -0.97 -4.82 0.000
C 3.97 -0.32 -5.10 0.000
C 4.08 0.74 -4.00 0.000
C 2.65 1.25 -3.88 0.000
H 0.86 0.15 -4.56 0.000
H 2.22 -1.31 -5.65 0.000
H 2.59 -1.97 -3.35 0.000
H 3.97 0.16 -6.08 0.000
H 4.78 -1.05 -5.07 0.000
H 4.79 1.52 -4.25 0.000
H 4.41 0.28 -3.06 0.000
H 2.42 1.94 -4.69 0.000
H 2.44 1.74 -2.94 0.000
```

Computed properties:
multiplicity: 4
total charge: +1
highest occupied orbital energy (alpha / beta): -9.2 / -9.4 eV
<S²>: 3.77
M: 1078.82 g/mol
maximum force: 0.0095 hartree/bohr
ΔE to the lowest compared entry with this formula, charge and spin: 7.2 kcal/mol